Computed, not measured: an isolated molecule of C6H13NO at a distorted geometry, with ωB97M-V/def2-TZVPD.

CARTESIAN COORDINATES (ANGSTROEM)
1 C -1.10 0.18 -0.09
2 N 0.03 0.51 0.81
3 C 0.15 1.91 1.21
4 C 1.61 2.35 1.19
5 O 2.46 1.65 0.70
6 C -1.21 -1.36 -0.04
7 C -1.16 -2.70 -2.23
8 C -0.32 -2.06 -1.09
9 H -1.06 0.59 -1.09
10 H -2.01 0.55 0.40
11 H 0.93 0.15 0.54
12 H -0.33 2.01 2.19
13 H -0.35 2.62 0.56
14 H 1.85 3.33 1.62
15 H -1.06 -1.72 0.98
16 H -2.26 -1.66 -0.12
17 H -0.63 -3.53 -2.71
18 H -1.60 -1.97 -2.87
19 H -1.97 -3.26 -1.73
20 H 0.22 -1.20 -1.50
21 H 0.47 -2.73 -0.80

F_max in hartree/bohr: 0.045
Spin multiplicity: 1
Total charge: 0
Frontier orbital gap in eV: 9.9
Energy relative to the best compared isomer or geometry (same formula, charge and spin) in kcal/mol: 45.2
SMILES: CCCCNCC=O